No. 1
Formula: C2H2N2O2
Source: OMol25
Level of theory: ωB97M-V/def2-TZVPD

Each line ends with the Mulliken charge.
Atoms and positions in Å:
C  0.19  -0.61  0.44  0.544
C  -1.15  -0.33  1.20  0.217
H  1.91  0.63  -1.18  0.375
H  -0.69  1.06  -0.64  0.271
N  0.08  0.36  -0.51  -0.178
N  -2.25  -0.15  1.68  -0.381
O  0.96  0.48  -1.71  -0.398
O  0.96  -1.44  0.71  -0.451

Summary:
ΔE to the lowest compared entry with this formula, charge and spin = 3.580 eV
SMILES string = N#CC(=O)NO
Total energy = -337.292877 a.u.
Gap between HOMO and LUMO = 11.28 eV
Multiplicity = 1

No. 2
Formula: C2H2N2O2
Source: OMol25
Level of theory: ωB97M-V/def2-TZVPD

Each line ends with the Mulliken charge.
Atoms and positions in Å:
C  0.44  0.32  -0.04  0.780
C  -0.96  -1.04  0.04  -0.177
H  2.25  0.08  -0.50  0.303
H  -1.49  -1.90  0.22  0.424
N  -0.59  1.02  0.25  -0.424
N  -1.52  0.07  0.12  -0.170
O  1.67  0.75  -0.38  -0.458
O  0.46  -0.93  0.08  -0.277

Summary:
ΔE to the lowest compared entry with this formula, charge and spin = 2.871 eV
Total energy = -337.318932 a.u.
Gap between HOMO and LUMO = 10.41 eV
Multiplicity = 1

No. 3
Formula: C2H2N2O2
Source: OMol25
Level of theory: ωB97M-V/def2-TZVPD

Each line ends with the Mulliken charge.
Atoms and positions in Å:
C  -1.24  -0.72  -0.13  0.234
C  1.36  0.14  -0.40  0.437
N  -0.54  -1.47  -0.78  -0.586
N  0.56  0.88  0.31  -0.058
O  2.34  0.06  -1.04  -0.291
O  -0.81  0.50  0.53  -0.300
H  -2.32  -0.58  0.27  0.257
H  0.66  1.19  1.23  0.307

Summary:
ΔE to the lowest compared entry with this formula, charge and spin = 5.564 eV
Total energy = -337.219947 a.u.
Gap between HOMO and LUMO (alpha / beta) = 8.45 / 8.44 eV
Multiplicity = 1

No. 4
Formula: C2H2N2O2S
Source: OMol25
Level of theory: ωB97M-V/def2-TZVPD

Each line ends with the Mulliken charge.
Atoms and positions in Å:
C  1.13  0.12  -0.84  -0.197
C  -0.27  -0.26  -0.57  0.119
H  -1.84  0.42  0.95  0.338
H  1.58  0.22  -1.80  0.436
N  -0.26  -0.42  0.74  0.346
N  1.76  0.30  0.25  -0.273
O  -1.34  -0.24  1.49  -0.325
O  0.88  0.20  1.30  -0.130
S  -1.63  -0.34  -1.51  -0.315

Summary:
ΔE to the lowest compared entry with this formula, charge and spin = 4.482 eV
SMILES string = On1oncc1=S
Total energy = -735.422573 a.u.
Gap between HOMO and LUMO = 8.64 eV
Multiplicity = 1

No. 5
Formula: C2H2N2O2S
Source: OMol25
Level of theory: ωB97M-V/def2-TZVPD

Each line ends with the Mulliken charge.
Atoms and positions in Å:
C  0.04  0.84  0.98  -0.152
C  -0.22  -0.52  1.02  0.299
N  0.42  1.39  -0.12  -0.276
N  0.42  0.68  -1.22  -0.023
O  -0.64  -0.83  -2.82  -0.447
O  -0.21  -1.39  0.12  -0.546
S  0.58  -0.62  -2.01  0.602
H  0.23  1.37  1.96  0.306
H  -0.61  -0.92  2.09  0.238

Summary:
ΔE to the lowest compared entry with this formula, charge and spin = 3.935 eV
Total energy = -735.442681 a.u.
Gap between HOMO and LUMO = 8.22 eV
Multiplicity = 1

No. 6
Formula: C2H2N2O3
Source: OMol25
Level of theory: ωB97M-V/def2-TZVPD

Each line ends with the Mulliken charge.
Atoms and positions in Å:
C  0.07  0.40  0.42  -0.220
C  -0.51  -0.44  -0.65  -0.303
N  1.26  0.49  0.91  0.506
N  -1.77  -0.24  -0.79  -0.544
O  1.68  1.02  1.98  -0.759
O  -2.52  -0.83  -1.66  -0.683
O  2.43  -0.39  0.02  -0.857
H  -0.63  1.11  1.00  0.280
H  -0.01  -1.13  -1.24  0.579

Summary:
ΔE to the lowest compared entry with this formula, charge and spin = 4.997 eV
SMILES string = O=N/C=C/N([O-])[O-]
Total energy = -412.363158 a.u.
Gap between HOMO and LUMO = 6.17 eV
Multiplicity = 1
Total charge = -2

No. 7
Formula: C2H2N2O3
Source: OMol25
Level of theory: ωB97M-V/def2-TZVPD

Each line ends with the Mulliken charge.
Atoms and positions in Å:
C  -0.62  -0.25  -0.13  0.398
C  1.58  -0.37  -0.25  0.650
H  -2.72  -0.46  0.25  0.258
H  -0.66  1.73  0.49  0.258
N  -1.69  -0.93  0.12  -0.609
N  -0.17  1.05  -0.06  -0.004
O  1.14  1.06  -0.23  -0.247
O  2.62  -0.77  0.30  -0.464
O  0.50  -1.06  -0.49  -0.240

Summary:
ΔE to the lowest compared entry with this formula, charge and spin = 3.010 eV
SMILES string = [H]/N=c1\[nH]oc(=O)o1
Total energy = -412.540376 a.u.
Gap between HOMO and LUMO = 9.94 eV
Multiplicity = 1

No. 8
Formula: C2H2N2O3
Source: OMol25
Level of theory: ωB97M-V/def2-TZVPD

Each line ends with the Mulliken charge.
Atoms and positions in Å:
C  -0.93  -1.71  -0.79  -0.043
C  0.05  0.91  -0.29  -0.172
N  -1.45  -2.68  -1.06  -0.262
N  1.08  0.14  0.28  0.903
O  2.10  -0.23  -0.27  -0.482
O  0.87  -0.03  1.54  -0.578
O  -0.81  1.53  0.48  -0.360
H  0.04  0.97  -1.28  0.573
H  -0.94  1.09  1.37  0.421

Summary:
ΔE to the lowest compared entry with this formula, charge and spin = 8.020 eV
Total energy = -412.356242 a.u.
Gap between HOMO and LUMO (alpha / beta) = 6.16 / 8.69 eV
Multiplicity = 1

No. 9
Formula: C2H2N2O3
Source: OMol25
Level of theory: ωB97M-V/def2-TZVPD

Each line ends with the Mulliken charge.
Atoms and positions in Å:
C  -0.94  -0.03  0.05  0.666
C  1.25  -0.25  0.03  0.488
H  -2.18  -1.49  0.00  0.359
H  1.46  1.82  -0.02  0.238
N  -0.58  1.19  0.04  -0.583
N  0.83  1.01  -0.01  0.127
O  -2.20  -0.51  -0.15  -0.455
O  2.32  -0.77  -0.12  -0.533
O  0.03  -0.98  0.19  -0.307

Summary:
ΔE to the lowest compared entry with this formula, charge and spin = 0.265 eV
SMILES string = O=c1[nH]nc(O)o1
Total energy = -412.641243 a.u.
Gap between HOMO and LUMO = 10.10 eV
Multiplicity = 1

No. 10
Formula: C2H2N2O3
Source: OMol25
Level of theory: ωB97M-V/def2-TZVPD

Each line ends with the Mulliken charge.
Atoms and positions in Å:
C  0.79  0.75  -0.19  0.511
C  -1.24  -1.18  0.32  0.094
H  1.89  -0.70  -1.00  0.377
H  -1.84  -2.06  0.35  0.360
N  0.66  -0.36  -0.89  -0.178
N  -1.21  -0.22  1.13  -0.218
O  1.20  1.80  -0.67  -0.491
O  -0.10  -1.53  -0.39  -0.239
O  -0.29  0.91  0.83  -0.216

Summary:
ΔE to the lowest compared entry with this formula, charge and spin = 5.790 eV
Total energy = -412.438185 a.u.
Gap between HOMO and LUMO = 10.20 eV
Multiplicity = 1

no.,molar mass (g mol⁻¹)
1,86.05
2,86.05
3,86.05
4,118.12
5,118.12
6,102.05
7,102.05
8,102.05
9,102.05
10,102.05